DFT (ωB97M-V/def2-TZVPD) results for Cd3N6O18 as an isolated structure in a non-equilibrium geometry.

Atoms and positions in Å:
O1 0.950 -1.741 -4.498
N1 -2.065 -1.185 -2.984
O2 3.578 4.839 -0.161
O3 2.629 0.429 -1.221
O4 -2.929 -0.415 -3.305
N2 -3.249 1.573 1.612
O5 -4.312 0.812 1.594
N3 1.768 1.128 -0.796
O6 -0.560 -0.825 3.923
O7 1.471 2.288 -0.855
O8 1.234 -1.513 2.588
O9 -2.118 -2.421 -3.303
O10 -0.476 -4.245 0.898
Cd1 -0.027 2.052 1.052
N4 -0.220 -3.456 0.007
O11 -0.003 2.475 3.144
O12 0.970 0.339 -0.028
O13 0.469 -3.678 -1.047
O14 -2.147 1.092 0.822
O15 2.362 4.908 -1.771
O16 -0.362 -2.109 0.093
Cd2 -0.759 -0.840 1.732
N5 2.631 5.064 -0.643
Cd3 -0.080 -2.648 -2.948
O17 1.507 -0.268 4.545
N6 0.800 -0.861 3.736
O18 -1.059 -0.791 -2.188

Gap between HOMO and LUMO, eV: 1.75
Relative energy (zero: lowest compared OMol25 entry of this formula, charge and spin), eV: 1.654
E_HOMO, eV: -8.597
LUMO level, eV: -6.8419
Molecular weight, g mol⁻¹: 709.3